No. 1
C21H36F9N6O5S3 | ωB97M-V with the def2-TZVPD basis set

```
80
Properties=species:S:1:pos:R:3:forces:R:3
N -1.63661 -0.04920 -4.73626 4.843 -10.658 -2.554
C -1.08190 -1.20254 -5.02813 -2.321 7.813 1.332
O -0.21542 -2.29974 -5.48108 -3.354 3.420 -0.494
N 0.33639 -2.98161 -4.46723 -2.962 -2.163 5.481
C 1.14849 -2.12091 -3.53121 3.251 0.431 1.379
C 2.25961 -1.25009 -4.40580 0.232 -0.833 -0.909
C 3.33246 -0.42646 -3.47119 -1.186 0.778 0.693
S 5.03394 -0.67514 -4.30410 0.833 0.019 1.013
C 6.38221 0.05761 -3.22957 -0.625 2.128 2.760
S 5.89445 1.23058 -2.05696 0.959 -2.497 -2.427
N 7.85437 -0.28957 -3.26016 -0.370 -0.400 -0.808
C 8.81175 0.52187 -4.14467 3.512 -4.968 3.587
C 10.21256 -0.23551 -3.74571 -5.558 0.442 0.737
N 9.94183 -1.35120 -2.72620 -4.467 2.926 -1.635
C 8.45995 -1.40410 -2.40704 4.766 3.468 -3.961
C -0.63198 -3.89577 -3.75671 0.983 -0.380 0.995
N -1.90808 -4.21938 -4.15987 1.522 0.696 -0.300
N -0.14814 -4.59928 -2.47081 -0.780 0.243 -2.212
C -0.77259 -3.90846 -1.27871 -0.236 3.103 0.867
C -0.57708 -4.68362 0.14853 -0.510 -1.518 -0.491
C -1.73574 -4.29349 1.29127 0.438 -4.094 -0.626
F -3.05184 -4.52681 0.67775 3.550 1.334 2.037
F -1.58458 -5.39749 2.31809 -0.564 3.459 -2.992
C -1.47911 -2.91673 2.08065 3.340 -2.027 3.972
F -1.61912 -3.20565 3.55738 0.351 0.847 -5.230
F -0.02905 -2.52438 1.91753 -4.720 -1.925 0.391
S -2.51305 -1.43860 1.70822 -1.222 6.323 1.349
F -2.63465 -1.72179 0.03302 0.120 -0.197 3.214
F -1.04702 -0.54085 1.38611 -3.345 -1.463 0.190
F -2.31284 -0.94157 3.37308 -0.742 -0.936 -3.725
F -4.00588 -2.17014 2.09620 3.604 1.048 -1.201
F -3.36317 0.02842 1.46173 1.631 -3.206 0.322
H 1.80212 -2.86554 -2.86496 -1.634 1.456 -1.543
H 0.53215 -1.47707 -2.77403 0.735 -1.059 -1.845
H 1.74014 -0.54938 -5.20338 1.052 -1.339 1.874
H 2.86109 -2.06632 -5.03614 -1.317 1.697 1.330
H 3.01740 0.71813 -3.44915 0.917 -2.503 0.008
H 3.31946 -0.83078 -2.36384 0.278 0.794 -2.244
H 8.59497 1.41621 -4.86960 -0.014 -2.149 1.867
H 11.24319 0.11416 -4.19816 -2.278 -1.252 1.386
H 7.93723 -2.13699 -1.63618 1.101 2.067 -2.088
H -2.11437 -5.24377 -4.30413 -0.146 1.656 0.811
H -2.64034 -3.48091 -4.34177 1.360 -1.196 -0.636
H -0.55585 -5.56527 -2.48619 0.432 0.994 -0.253
H -1.89479 -3.62083 -1.53175 2.107 -0.917 0.963
H -0.20762 -2.86220 -1.17149 -1.266 -2.203 -0.199
H 0.51954 -4.64058 0.58986 -2.501 0.319 -0.913
H -0.77139 -5.84081 -0.07312 0.186 2.465 0.748
C -7.05457 2.72757 1.84426 0.067 0.188 -0.153
O -6.50298 4.03317 1.98169 -0.173 -0.298 0.392
C -6.91987 4.67412 3.19140 0.522 0.123 -0.159
C -5.83220 4.59448 4.26720 -0.527 -0.234 0.144
O -5.61297 3.24651 4.68759 0.196 0.157 -0.449
C -4.46444 2.66946 4.07761 -0.084 -0.060 0.248
H -6.50057 2.20210 1.06178 -0.028 0.161 0.041
H -6.98144 2.14968 2.76898 -0.004 0.069 0.010
H -8.10338 2.80352 1.54009 -0.032 -0.118 0.045
H -7.86513 4.24794 3.55267 0.195 -0.015 0.015
H -7.09891 5.72692 2.94873 0.010 -0.045 0.044
H -6.16982 5.15436 5.14781 0.024 -0.037 -0.096
H -4.89775 5.05200 3.91978 -0.121 -0.081 -0.077
H -3.56079 3.04994 4.56528 0.079 -0.025 -0.102
H -4.41866 2.87660 3.00588 -0.034 0.058 0.007
H -4.50873 1.58636 4.21971 -0.059 0.132 0.079
C 0.27577 1.59742 3.17197 -0.037 0.201 0.249
O 1.01519 2.63407 3.80940 0.214 -0.338 -0.442
C 2.42521 2.50006 3.60461 -0.231 0.568 0.045
C 2.92038 3.44426 2.50462 0.115 -0.563 -0.049
O 2.38420 3.08538 1.22967 -0.245 0.171 0.288
C 1.28254 3.90446 0.85594 0.134 -0.051 -0.151
H -0.77483 1.89791 3.13640 0.135 0.023 0.085
H 0.61907 1.41420 2.15070 0.056 0.041 0.029
H 0.35700 0.67641 3.75800 -0.032 -0.101 -0.085
H 2.68921 1.45824 3.37967 -0.043 0.150 -0.082
H 2.91131 2.77204 4.54751 0.006 -0.011 -0.068
H 4.01095 3.35384 2.43107 -0.095 0.013 0.030
H 2.68832 4.48888 2.74577 -0.076 -0.159 0.028
H 1.64953 4.87779 0.51372 -0.123 0.043 0.031
H 0.57647 4.04606 1.67754 0.062 -0.011 0.016
H 0.75882 3.41780 0.02883 0.142 0.004 0.067
```
Forces are in eV/Å.

## Properties
gap between HOMO and LUMO = 3.9 eV
total charge = +1
HOMO = -0.3742 Ha
2S+1 = 1

No. 2
C2H8O | ωB97M-V with the def2-TZVPD basis set

```
11
Properties=species:S:1:pos:R:3:forces:R:3
C -2.78189 0.57266 3.93577 -1.262 -4.247 -2.176
H -1.89289 0.96909 3.54419 1.012 0.492 -0.738
H -2.68774 -0.56127 4.09819 0.418 1.621 0.179
H -3.63943 0.53155 3.23061 0.643 0.811 0.179
H -3.05298 1.02249 4.80406 -0.811 1.322 2.556
C 2.35129 -0.11566 -3.36659 -0.086 0.789 -3.626
O 2.72401 -1.30963 -2.86050 -1.865 -3.567 2.861
H 1.65825 0.55267 -2.89489 -1.070 -0.363 0.484
H 3.20157 0.47899 -3.44982 1.966 1.080 0.391
H 2.21205 -0.28159 -4.47441 -1.108 0.549 0.762
H 1.90777 -1.85930 -2.56661 2.163 1.512 -0.872
```
Forces are in eV/Å.

## Properties
gap between HOMO and LUMO = 11.1 eV
total charge = 0
structure (SMILES) = CO.C
HOMO = -0.3738 Ha
energy relative to the best compared isomer or geometry (same formula, charge and spin) = 1.2970 eV
2S+1 = 1

No. 3
C43H77BF8N2O27S7 | ωB97M-V with the def2-TZVPD basis set

```
165
Properties=species:S:1:pos:R:3:forces:R:3
C -8.05356 3.73722 -0.13572 0.648 -0.517 -0.395
C -7.06323 3.89884 -1.39797 2.293 0.392 -2.133
C -7.52903 3.84954 -2.88405 4.014 0.505 1.176
C -6.45095 3.99696 -4.03053 0.644 -0.120 3.454
C -4.92579 4.17540 -3.72635 -2.703 -0.415 2.780
C -4.45784 4.21381 -2.24393 -3.376 -0.228 -0.316
C -2.94357 4.34292 -1.76349 -0.862 -1.855 0.385
O -2.45923 5.71694 -1.62403 2.064 -0.934 1.526
C -1.59985 5.69921 -0.48366 -2.226 1.209 3.773
O -2.13135 5.93241 0.64746 2.661 -1.068 -4.688
C -0.03034 5.42137 -0.50206 4.780 -0.485 -0.513
C 1.01357 6.60800 -0.60969 1.513 -3.442 0.242
C 2.54756 6.29912 -0.58357 -3.637 -1.366 0.221
N 3.06729 4.93698 -0.44429 -3.675 0.982 -0.225
C 4.57556 4.83635 -0.39156 8.299 -1.189 3.213
O 5.29175 4.74597 -1.43605 -4.130 0.504 1.785
O 5.21266 4.80204 0.85236 -5.114 0.342 -5.023
C 2.19060 3.77412 -0.36258 -1.652 2.179 -0.450
C 2.80741 2.28862 -0.22706 0.679 0.525 0.399
C 2.70663 1.75352 1.30158 1.286 -0.123 -0.350
O 1.79142 0.62493 1.32558 -0.868 0.902 0.956
C 0.99975 0.61471 2.53435 0.412 0.394 0.307
C -0.20071 -0.48332 2.48413 2.114 0.521 -1.551
F 0.40182 -1.79677 2.45790 -1.803 2.754 0.394
F -0.94346 -0.35300 1.27876 1.165 -0.401 2.982
C -1.05673 -0.28103 3.82686 0.527 -0.081 1.211
F -0.16794 -0.62459 4.91695 -2.071 0.861 -2.569
F -1.43305 1.08881 4.06004 0.939 -3.075 -0.844
C -2.38883 -1.17778 3.93504 -1.002 -1.501 1.094
F -2.58780 -2.08184 2.86144 0.709 2.381 2.344
F -2.25970 -1.98843 5.13022 -0.356 1.806 -2.684
C -3.70903 -0.26527 4.19558 -1.631 -0.945 -0.592
F -4.80420 -1.18161 4.42391 2.478 1.989 -0.531
F -4.06531 0.48558 3.02976 1.079 -1.571 2.557
C 0.62136 3.98449 -0.38417 1.990 2.508 -0.273
B -0.30111 2.63943 -0.27701 -0.617 -1.195 0.330
N -1.26635 2.52779 0.86113 0.087 1.069 -3.078
O -0.25485 1.55287 -1.26533 -1.076 2.713 0.999
C -5.54224 4.07660 -1.10724 -0.863 -0.128 -3.241
H -7.84336 4.52912 0.68352 -0.424 -1.147 -1.603
H -9.16350 3.73209 -0.45653 1.898 0.124 0.513
H -7.80581 2.71624 0.35357 -0.537 1.597 -0.823
H -8.64140 3.69284 -3.08740 1.832 0.288 0.112
H -6.83345 3.92974 -5.10450 0.808 0.162 1.709
H -4.18052 4.24762 -4.58699 -1.188 -0.120 1.436
H -2.90000 3.87138 -0.70456 -0.366 0.696 -1.789
H -2.19456 3.73853 -2.39824 -1.279 1.021 0.510
H 0.70714 7.70419 -0.70978 0.445 -1.811 0.149
H 3.26561 7.19933 -0.67468 -1.016 -2.077 0.247
H 3.93136 2.25875 -0.50763 -1.935 0.565 0.358
H 2.29738 1.52988 -0.92051 0.362 1.402 1.056
H 3.75565 1.36850 1.60844 -1.693 0.635 -0.503
H 2.44931 2.59204 2.03708 0.013 -1.144 -1.050
H 1.70432 0.36051 3.41452 -1.365 0.186 -1.115
H 0.58499 1.68637 2.68867 0.235 -1.952 -0.090
H -3.60554 0.39666 5.13610 -0.160 -0.985 -1.809
H -1.55691 3.47766 1.14327 0.200 -0.695 0.357
H -2.10213 2.04963 0.45589 0.776 0.048 1.080
H -1.10489 1.67855 -1.76247 1.053 -0.671 0.396
H -5.21117 4.08508 -0.00914 -0.445 0.050 -1.848
O 1.44593 10.42291 -0.86102 -0.417 0.219 -0.425
S 0.81180 11.68946 -1.12968 0.318 0.817 0.058
O -0.43681 11.78018 -1.83666 0.545 -0.458 0.224
O 1.88730 12.67296 -1.83747 -0.598 -0.317 0.907
C 2.50831 12.23980 -3.04834 0.270 -0.315 -1.008
C 1.55253 12.30279 -4.22575 -0.333 -0.106 -0.009
C 0.65029 12.57896 0.39304 0.138 0.097 -0.024
H 2.92296 11.23435 -2.92823 -0.109 0.061 0.151
H 3.34806 12.91459 -3.23494 -0.151 0.024 0.383
H 0.72787 11.59689 -4.10476 0.100 0.051 -0.022
H 2.06714 12.05797 -5.15683 0.086 0.061 0.091
H 1.11361 13.30019 -4.31161 0.116 -0.067 -0.015
H 1.59772 12.54683 0.92913 -0.052 -0.010 -0.098
H -0.12927 12.09022 0.97817 0.050 -0.061 -0.159
H 0.35857 13.60555 0.17262 0.034 -0.119 -0.044
O -11.45507 3.49171 -2.04623 -0.412 -0.099 0.552
S -12.76170 3.76562 -1.50234 -0.654 -0.001 -0.418
O -13.00391 3.80681 -0.08559 0.483 -0.146 -0.526
O -13.83484 2.76350 -2.18791 0.429 1.017 0.094
C -13.61373 1.35686 -2.08006 0.141 -1.033 0.299
C -13.90643 0.84596 -0.68112 0.095 0.145 0.303
C -13.36588 5.27290 -2.20907 -0.119 -0.074 -0.110
H -12.59486 1.10410 -2.38883 -0.031 0.196 0.019
H -14.29400 0.87227 -2.78566 0.037 0.404 -0.060
H -13.20709 1.26256 0.04710 -0.051 -0.063 -0.084
H -13.82243 -0.24166 -0.63970 -0.041 0.042 -0.123
H -14.91172 1.13896 -0.36739 0.065 -0.081 -0.086
H -13.21876 5.24716 -3.28781 -0.009 -0.058 0.095
H -12.79562 6.09285 -1.77154 0.035 -0.172 0.041
H -14.42107 5.38162 -1.95928 0.108 -0.067 0.002
O -2.74043 2.12778 -9.06251 0.153 0.275 0.729
S -1.77409 2.44731 -8.04369 0.553 0.246 -0.294
O -2.08399 2.34758 -6.64217 -0.231 0.014 -0.587
O -1.16826 3.92128 -8.34129 0.154 -1.011 0.028
C -2.07520 5.01935 -8.43218 -0.698 0.719 0.126
C -2.60917 5.42071 -7.06983 -0.116 -0.154 0.269
C -0.29556 1.52196 -8.35041 0.106 0.147 -0.026
H -2.89028 4.78789 -9.12454 0.110 -0.159 0.047
H -1.51897 5.85861 -8.85843 0.188 -0.350 -0.028
H -3.22203 4.62743 -6.63624 0.038 0.071 -0.106
H -3.22748 6.31743 -7.14309 0.094 0.001 -0.081
H -1.78671 5.60978 -6.37485 -0.055 0.055 -0.104
H -0.02828 1.61200 -9.40223 -0.065 0.046 0.088
H -0.50248 0.48037 -8.10314 -0.127 0.128 0.012
H 0.49903 1.90343 -7.70941 -0.111 0.000 -0.045
O 3.06534 -5.94281 5.00694 -0.262 0.725 0.546
S 3.15668 -5.34314 6.31625 0.359 1.179 0.349
O 2.51834 -5.92454 7.46611 0.073 -0.138 -0.781
O 2.72654 -3.78617 6.20790 0.876 -0.889 0.123
C 1.43493 -3.47204 5.68397 -1.131 0.162 -0.239
C 0.33262 -3.79173 6.67686 -0.047 -0.287 0.190
C 4.86533 -5.08695 6.70379 -0.013 0.124 -0.033
H 1.27127 -3.98547 4.73152 0.167 -0.046 0.082
H 1.42698 -2.39900 5.47695 0.389 -0.185 0.058
H 0.26859 -4.86574 6.86546 -0.007 0.100 -0.041
H -0.63665 -3.46105 6.30001 0.131 0.076 -0.045
H 0.52745 -3.30653 7.63697 -0.028 0.030 -0.121
H 5.35952 -4.61907 5.85352 -0.092 -0.015 0.056
H 5.30710 -6.06374 6.90431 -0.157 0.004 -0.073
H 4.93520 -4.45982 7.59229 -0.084 -0.050 -0.094
O 5.74038 -1.65787 1.29223 -0.008 -0.621 -0.384
S 6.45820 -2.78649 0.75656 0.412 -0.332 0.424
O 6.04518 -3.44744 -0.45199 -0.110 0.483 0.473
O 6.63651 -3.89556 1.92518 0.493 0.795 -0.616
C 5.46346 -4.39841 2.56630 -0.989 -0.500 0.237
C 4.69462 -5.34867 1.66665 -0.123 0.023 -0.314
C 8.16612 -2.34794 0.59058 0.068 -0.102 0.125
H 4.82857 -3.57439 2.90699 0.133 0.076 -0.124
H 5.79338 -4.94102 3.45674 0.292 0.169 -0.185
H 4.29625 -4.82942 0.79202 0.028 -0.011 0.108
H 3.85379 -5.79609 2.19997 0.133 0.008 0.109
H 5.34828 -6.14434 1.29972 -0.056 0.028 0.143
H 8.50516 -1.87297 1.51003 -0.078 -0.060 -0.054
H 8.24694 -1.65109 -0.24413 -0.158 -0.058 0.060
H 8.74255 -3.24809 0.37808 -0.109 0.055 0.029
O 3.31740 -9.32901 2.60218 0.725 -0.039 0.309
S 3.95725 -9.42381 3.88990 -0.684 -0.341 0.721
O 5.25753 -8.85783 4.13956 -0.339 -0.110 -0.479
O 3.96431 -10.97686 4.35806 -0.288 0.875 0.061
C 4.58115 -11.94086 3.50349 0.634 -0.551 -0.591
C 6.09535 -11.83818 3.54033 0.208 0.251 -0.016
C 2.84447 -8.81235 5.12282 -0.043 -0.315 -0.038
H 4.20231 -11.84609 2.48133 -0.023 0.143 0.107
H 4.28251 -12.92775 3.86769 -0.218 0.296 0.155
H 6.43803 -10.88669 3.12787 -0.048 -0.116 -0.005
H 6.55374 -12.63861 2.95651 -0.130 -0.018 0.019
H 6.45896 -11.89340 4.57001 -0.069 -0.066 -0.075
H 1.86103 -9.25471 4.96883 0.130 -0.085 -0.019
H 2.79116 -7.72608 5.00975 0.075 -0.620 -0.147
H 3.23725 -9.06263 6.10859 0.002 -0.040 -0.106
O 5.70817 -12.46622 -2.69147 0.173 0.227 0.714
S 6.67363 -12.12530 -1.67861 0.488 0.452 -0.266
O 6.37928 -12.24319 -0.27551 -0.205 -0.073 -0.590
O 7.23632 -10.63419 -1.97176 0.220 -1.151 0.009
C 6.29811 -9.56028 -2.04741 -0.778 0.815 0.177
C 5.76603 -9.18189 -0.67780 -0.111 -0.221 0.244
C 8.17446 -13.00765 -2.00436 0.114 0.135 -0.032
H 5.48342 -9.81017 -2.73380 0.121 -0.163 0.043
H 6.82699 -8.70336 -2.47356 0.209 -0.354 -0.045
H 5.17945 -9.99406 -0.24286 0.014 0.121 -0.044
H 5.12249 -8.30233 -0.73996 0.088 -0.005 -0.076
H 6.58950 -8.97418 0.01069 -0.061 0.057 -0.097
H 8.42984 -12.90359 -3.05785 -0.062 0.042 0.089
H 7.99854 -14.05610 -1.76220 -0.129 0.124 0.010
H 8.96386 -12.60845 -1.36779 -0.113 0.001 -0.046
```
Forces are in eV/Å.

## Properties
gap between HOMO and LUMO = 6.7 eV
total charge = 0
HOMO = -0.3046 Ha
2S+1 = 1

| no. | DFT total energy (Eh) |
| --- | --- |
| 1 | -3618.76940 |
| 2 | -156.17744 |
| 3 | -7436.26463 |